Entry 1:
Entry from the Open Molecules 2025 dataset: a cluster of 2 separate species, C3H9NO in total in a non-equilibrium geometry (the ωB97M-V functional and the def2-TZVPD basis).

Last column: Mulliken charge in e.
Cartesian coordinates (Å):
C 2.95814 -0.02038 -0.09556  -0.82
N 1.59647 -0.33559 -0.65184  -0.51
H 3.16978 -0.86972 0.53258  0.30
H 2.98651 0.91888 0.44318  0.29
H 3.75663 -0.10870 -0.83882  0.29
H 1.40887 0.36548 -1.39382  0.24
H 1.66902 -1.26729 -1.07214  0.22
C -2.14899 -0.78432 -0.39394  -0.66
C -2.12643 0.11751 0.61037  0.04
O -1.06153 1.08250 0.80660  -0.46
H -3.04268 -0.85406 -0.99251  0.22
H -1.24935 -1.31077 -0.78680  0.24
H -3.09601 0.27672 1.15666  0.30
H -0.38214 0.66171 0.33655  0.30

Atomic forces in eV per Å
C -0.6401 -1.3526 -0.7067
N 0.7527 1.1454 -0.3673
H 0.1516 0.0626 0.9072
H -0.0564 0.0019 0.0199
H -0.0793 0.6287 -0.1998
H 0.0143 -0.9709 0.4022
H -0.2851 0.6027 -0.0487
C 1.3720 0.0379 0.2247
C -0.2132 1.6619 -1.0390
O -3.6190 -1.9863 1.8970
H -0.6090 -1.0342 0.7237
H -0.5018 1.1647 -0.0069
H 1.3388 0.7916 -0.5651
H 2.3746 -0.7535 -1.2411

Its HOMO energy is -8.6 eV. As for the spin multiplicity: 1. The frontier orbital gap is 0.3482 hartree. As for the structure (SMILES): C=CO.CN.

---

Entry 2:
Entry from the Open Molecules 2025 dataset: a structure of composition C3H5NO2 in a non-equilibrium geometry (the ωB97M-V functional and the def2-TZVPD basis).

Last column: Mulliken charge in e.
Cartesian coordinates (Å):
C 1.15582 -0.60815 -0.49684  -0.56
C 0.23322 -0.54883 0.43904  -0.17
C -1.10462 0.73718 0.00415  -0.57
N -1.66552 0.30621 -1.21906  0.90
O -2.67994 -0.32079 -1.15694  -0.56
O -1.09954 0.58262 -2.27602  -0.54
H 1.98982 -1.26906 -0.34783  0.26
H 1.04101 -0.08790 -1.33956  0.35
H 0.05007 -0.89838 1.54424  0.28
H -0.54366 1.72591 -0.03226  0.27
H -1.94230 0.91969 0.70126  0.34

Atomic forces in eV per Å
C -0.0119 -2.4244 3.9509
C -3.6400 2.8740 1.4468
C 3.2913 0.1439 2.9444
N 0.5755 0.6584 -2.1048
O -1.3909 -0.9940 0.1127
O 0.1645 -0.0111 0.4914
H 0.3697 -0.1220 -0.1419
H -0.2495 1.9091 -3.3185
H 0.8075 0.3517 -2.6827
H -0.5789 -1.4999 -0.6495
H 0.6626 -0.8857 -0.0488

Its HOMO energy is -10.8 eV. As for the spin multiplicity: 1. The frontier orbital gap is 0.4044 hartree.

---

Entry 3:
Entry from the Open Molecules 2025 dataset: a structure of composition C42H50I4N5O3P2Sc in a non-equilibrium geometry (the ωB97M-V functional and the def2-TZVPD basis).

Last column: Mulliken charge in e.
Cartesian coordinates (Å):
Sc 0.04219 0.07727 0.70650  -0.69
O 0.14226 0.12752 -1.23013  1.29
C -0.07923 1.22410 -1.92576  0.11
C -0.38190 1.45396 -3.29078  -0.41
C -0.75362 0.71314 -4.41981  -0.99
C -0.97250 1.42835 -5.59200  -0.73
C -0.84342 2.81767 -5.64591  -0.86
C -0.49818 3.55352 -4.50170  -0.67
C -0.29643 2.85747 -3.33770  0.42
P 0.16892 3.04200 -1.53393  1.01
C -1.37889 3.39460 -0.65631  0.10
C -2.58470 2.58027 -1.02672  -1.15
C -3.95645 3.08016 -0.48660  0.19
C -3.84790 4.00885 0.68408  -1.25
C -2.68831 4.52347 1.08253  -0.87
C -1.43613 4.25399 0.35886  -0.46
C 0.99391 4.67459 -1.76733  1.31
C 0.20399 5.80635 -1.95474  -0.49
C 0.79853 7.02852 -2.23867  -0.87
C 2.17661 7.12358 -2.36760  -0.61
C 2.96201 5.98953 -2.22080  -0.86
C 2.37282 4.77047 -1.91896  -0.47
H -0.85358 -0.36413 -4.39113  0.63
H -1.24281 0.89465 -6.49436  0.44
H -1.01985 3.33019 -6.58195  0.45
H -0.40829 4.63279 -4.54189  0.55
H -2.61791 2.41165 -2.10286  0.77
H -4.63126 3.51092 -1.22866  0.52
H -4.76575 4.27014 1.19882  0.38
H -2.65481 5.20252 1.92568  0.63
H -0.55229 4.81254 0.64742  0.79
H -0.87348 5.74322 -1.87428  0.46
H 0.17943 7.90734 -2.36411  0.43
H 2.63631 8.07816 -2.58673  0.40
H 4.03521 6.05116 -2.34371  0.43
H 2.99855 3.89335 -1.80269  0.42
I 0.60297 0.11987 3.76444  0.08
C 1.08488 2.04210 4.50787  -0.72
I -0.24336 3.55750 3.88246  0.11
H 2.09126 2.23681 4.13470  0.22
H 1.02304 1.96447 5.58555  0.53
I 1.80659 2.37360 0.47022  -0.44
I 4.24373 1.10607 2.70147  -0.52
C -4.89010 1.31406 1.20894  -1.23
C -4.29546 1.59250 -0.12459  0.09
C -2.79873 1.22246 -0.29121  -0.44
N -2.01374 1.09093 0.95107  1.42
C -2.63629 1.09264 2.06662  -0.19
C -4.09024 1.12719 2.25199  -0.81
H -5.96819 1.30298 1.31983  0.45
H -4.89286 1.14801 -0.91996  0.71
H -2.59984 0.33923 -0.90021  -0.16
H -2.02850 1.01777 2.96332  0.07
H -4.46801 0.96655 3.25237  0.53
O -0.98501 -1.62398 1.10178  -0.18
P -0.47548 -3.02569 1.44843  -2.40
N 1.06584 -2.92500 1.98223  1.33
C 2.06385 -2.43947 1.03334  -0.76
C 3.40643 -2.71517 1.70078  -0.28
C 3.10458 -3.85485 2.67611  -0.97
C 1.71371 -3.49073 3.18359  -0.20
N -0.43682 -3.87405 0.06225  0.59
C 0.05465 -5.26066 -0.05407  -0.06
C -0.21992 -5.64021 -1.52002  -0.80
C -0.48387 -4.30740 -2.22200  -0.69
C -1.18430 -3.48775 -1.14937  0.12
N -1.43118 -3.67374 2.58589  0.60
C -2.06778 -2.82764 3.62853  -0.01
C -2.68322 -3.84836 4.58021  -0.70
C -1.70246 -5.01662 4.51195  -0.77
C -1.37420 -5.08755 3.02569  -0.66
H 2.53160 -0.75828 0.01953  -0.15
H 1.95191 -2.96578 0.08011  0.46
H 3.71242 -1.81133 2.23608  -0.12
H 4.17204 -2.96351 0.96791  0.37
H 3.82832 -3.90648 3.48737  0.45
H 3.08500 -4.81922 2.16289  0.29
H 1.79364 -2.72796 3.96219  0.34
H 1.14726 -4.32954 3.58001  0.09
H -0.46245 -5.93826 0.62416  0.11
H 1.12178 -5.29484 0.18419  0.14
H -1.10539 -6.27342 -1.58062  0.34
H 0.61257 -6.18855 -1.95576  0.41
H -1.09071 -4.41997 -3.11876  0.50
H 0.45794 -3.82717 -2.49694  0.11
H -2.24074 -3.76648 -1.07410  0.31
H -1.11870 -2.41423 -1.31164  -0.28
H -2.79995 -2.15924 3.17853  -0.01
H -1.32202 -2.22361 4.15323  0.06
H -3.66350 -4.16228 4.21756  0.34
H -2.79653 -3.44404 5.58412  0.40
H -2.12130 -5.95170 4.87865  0.46
H -0.80512 -4.78833 5.09169  0.22
H -2.13182 -5.66916 2.49513  0.35
H -0.40241 -5.53835 2.82450  0.51
O 1.84911 -1.04899 0.77949  1.51
N 3.41488 -0.41361 -1.16117  0.03
C 3.02862 -0.74621 -2.39525  -0.32
C 3.75833 -0.40888 -3.51891  -0.98
C 4.93885 0.30046 -3.35015  -0.19
C 5.34133 0.64561 -2.07077  -0.80
C 4.55041 0.27231 -0.99646  -0.17
H 2.09165 -1.28593 -2.47382  0.59
H 3.40758 -0.69214 -4.50134  0.46
H 5.53661 0.57940 -4.20835  0.43
H 6.25526 1.19622 -1.89790  0.48
H 4.80850 0.52365 0.02828  0.08

Atomic forces in eV per Å
Sc 0.6236 0.2247 0.4070
O -0.5039 0.5582 -0.5603
C 0.8424 -0.4841 0.3770
C -0.1767 -0.1764 -0.1736
C 0.0207 0.0314 0.0269
C 0.0145 0.0225 0.0341
C 0.0121 -0.0267 0.0511
C -0.1255 0.0129 -0.0266
C -0.1686 0.1973 0.0171
P -0.9672 0.1336 -0.9946
C 0.1654 -0.0273 0.0106
C 0.0558 0.0314 0.1233
C -0.0086 0.0269 0.0088
C -0.0307 -0.1092 -0.0087
C 0.1480 0.0135 -0.0645
C -0.1198 0.1653 0.0946
C 0.5469 -0.1262 0.3042
C -0.0435 -0.0193 -0.0259
C 0.0043 -0.0346 -0.0391
C 0.0076 -0.0171 0.0003
C -0.0229 0.0058 -0.0500
C 0.0074 0.0091 0.0309
H 0.0195 -0.0055 -0.0121
H -0.0035 -0.0015 -0.0027
H 0.0174 -0.0049 -0.0087
H 0.0186 -0.0097 -0.0083
H -0.0472 -0.0045 -0.0045
H 0.0057 -0.0129 -0.0259
H 0.0090 0.0063 0.0058
H 0.0015 0.0202 -0.0181
H -0.0001 -0.0235 0.0327
H -0.0014 0.0082 0.0132
H -0.0044 -0.0028 0.0131
H -0.0027 -0.0034 -0.0035
H 0.0015 0.0036 0.0281
H -0.0045 -0.0013 0.0331
I -0.0933 -0.1861 0.1153
C 0.0867 0.1099 -0.0729
I -0.0642 0.0567 0.0336
H -0.0114 0.0143 0.0190
H 0.0896 0.0139 0.0128
I -0.1743 0.1604 0.2727
I 0.1516 -0.0797 0.2825
C -0.0630 0.0368 -0.1402
C -0.0043 0.0050 0.0480
C -0.0191 0.0097 0.0226
N -0.1677 -0.0650 -0.3312
C -0.1089 0.0617 0.1774
C 0.1982 0.0010 0.0626
H 0.0039 0.0206 0.0105
H 0.0122 -0.0233 -0.0001
H 0.0452 -0.0154 -0.0031
H -0.0208 -0.0770 0.0037
H 0.0140 0.0114 0.0027
O -0.0356 -0.4802 0.2375
P -0.1181 0.3565 -0.2702
N 0.2538 -0.2535 -0.0417
C 0.0922 0.0618 0.1306
C -0.0417 -0.0677 0.0890
C 0.0134 0.0887 0.0013
C -0.0007 0.1721 0.0414
N -0.2825 -0.1271 -0.1701
C 0.1836 0.1046 -0.0886
C 0.0154 0.0330 0.0077
C -0.0094 -0.0380 0.0043
C -0.0069 -0.0473 0.0176
N -0.0374 0.0328 0.3319
C 0.0320 -0.0688 0.0019
C 0.0506 0.0100 -0.0082
C -0.0401 -0.0049 -0.0097
C -0.1178 0.0191 -0.0854
H 0.0953 0.1636 -0.0774
H 0.0072 -0.0098 -0.0357
H 0.0042 0.0047 -0.0344
H 0.0282 0.0344 0.0168
H 0.0126 -0.0416 -0.0203
H -0.0185 -0.0128 0.0184
H -0.0359 -0.0016 0.0217
H 0.0053 -0.0303 -0.0220
H -0.0150 -0.0162 0.0093
H 0.0026 0.0140 0.0134
H 0.0034 -0.0074 0.0108
H -0.0184 -0.0283 -0.0006
H 0.0277 0.0149 -0.0186
H -0.0132 0.0218 -0.0031
H -0.0046 -0.0074 0.0167
H 0.0256 0.0111 0.0078
H -0.0078 0.0092 -0.0152
H 0.0048 0.0099 -0.0156
H -0.0104 0.0215 0.0090
H -0.0387 -0.0108 -0.0018
H 0.0263 0.0006 0.0251
H 0.0054 -0.0097 -0.0093
H 0.0112 -0.0084 -0.0335
H 0.0204 0.0082 0.0166
O -0.2428 -0.2968 -0.1681
N 0.0711 -0.0659 -0.0112
C -0.0015 0.0507 0.0374
C -0.0159 -0.0099 -0.0187
C 0.0195 0.0219 -0.0150
C -0.0076 -0.0077 -0.0149
C -0.0118 -0.0730 0.0029
H -0.0137 0.0123 0.0060
H -0.0074 -0.0046 0.0046
H -0.0053 0.0018 0.0045
H -0.0071 0.0029 0.0144
H -0.0110 0.0128 -0.0102

Its HOMO energy (spin up / spin down) is -8.5 / -8.6 eV. As for the spin multiplicity: 2. As for the expectation value of S²: 0.777. The frontier orbital gap (spin up / spin down) is 0.2080 / 0.2129 hartree. Its net charge is +1.

---

Entry 4:
Entry from the Open Molecules 2025 dataset: a cluster of 2 separate species, CH4INS in total in a non-equilibrium geometry (the ωB97M-V functional and the def2-TZVPD basis).

Last column: Mulliken charge in e.
Cartesian coordinates (Å):
C 0.28476 0.24700 0.22442  -0.27
N 1.48505 0.11616 -0.29702  -0.34
S -1.78543 -1.16404 0.53485  -0.43
I -3.41242 0.34385 -0.25504  0.00
H -0.53272 0.42981 -0.38679  0.07
H 2.32379 -0.35014 0.17030  0.27
H 0.21322 0.40028 1.26404  0.43
H 1.42375 -0.02293 -1.25477  0.26

Atomic forces in eV per Å
C -0.0502 -0.0735 1.3947
N 1.5312 -1.6676 1.5132
S 0.5972 -0.9148 0.2430
I 0.1720 0.2326 -0.0881
H -0.7266 1.3325 -1.1525
H -1.9181 1.0796 -0.6458
H -0.2068 0.3008 0.8898
H 0.6014 -0.2895 -2.1544

Its HOMO energy is -7.6 eV. As for the spin multiplicity: 1. The frontier orbital gap is 0.2752 hartree.

---

Entry 5:
Entry from the Open Molecules 2025 dataset: the molecule C11H12OSe in a non-equilibrium geometry (the ωB97M-V functional and the def2-TZVPD basis).

Last column: Mulliken charge in e.
Cartesian coordinates (Å):
C -3.63646 0.06881 1.40919  -0.41
C -3.29382 1.13544 0.54270  -0.70
C -2.71116 -0.97736 1.59968  -0.68
C -2.14837 1.09904 -0.22897  -0.29
C -1.54786 -0.97247 0.77851  -0.10
C -1.19132 0.04317 -0.12322  0.31
C 2.14111 -0.60331 -1.55552  0.34
C 3.29543 -0.23595 -0.58765  -0.63
C 0.84070 -1.18669 -0.89399  -0.49
C 2.82645 1.06816 0.18573  -0.87
C 0.25497 0.15991 -0.53844  -0.74
O 2.22999 -0.37442 -2.71735  -0.53
Se 1.10947 0.91529 1.11354  0.10
H -4.49180 -0.00385 1.99985  0.43
H -3.96143 1.83084 0.16965  0.38
H -2.85622 -1.82994 2.22777  0.42
H -1.97915 1.86128 -1.03053  0.28
H -0.75181 -1.58999 1.15952  0.19
H 3.47881 -1.03581 0.08936  0.32
H 4.30186 0.09249 -1.00230  0.34
H 0.37353 -1.82545 -1.63794  0.38
H 1.13763 -1.68957 0.03405  0.35
H 3.55606 1.27832 0.86146  0.49
H 2.61350 1.90419 -0.52576  0.35
H 0.40989 0.86786 -1.32936  0.77

Atomic forces in eV per Å
C 2.4705 -0.5547 -0.3379
C 0.6293 -2.3984 -0.4197
C 0.3987 1.5037 -2.6385
C 1.4459 -0.5309 -1.1663
C 0.1828 0.7619 1.3405
C -1.5947 0.7697 1.6694
C 1.4465 -1.4346 1.4653
C -0.3573 2.2452 -0.2088
C 3.2439 1.0168 -0.2575
C -2.1043 -0.9966 -2.5170
C -2.2119 -0.2768 1.1790
O -0.3099 0.2495 -1.4814
Se 0.1341 -0.5477 -0.7326
H -1.5833 0.4914 0.5933
H -1.6718 1.5502 0.2641
H -0.2905 -0.0912 0.5218
H -0.1780 -0.4582 1.0099
H 0.1421 -0.7371 -0.4728
H 0.0048 -0.6330 0.7727
H -1.4666 -0.7605 -0.3502
H -0.5489 0.2495 0.1447
H -0.3338 -0.2937 -0.4127
H 1.9506 1.0888 1.9635
H 0.8025 -0.6998 0.4593
H -0.2005 0.4866 -0.3879

Its HOMO energy is -8.6 eV. As for the spin multiplicity: 1. The frontier orbital gap is 0.3377 hartree. As for the structure (SMILES): O=C1CC[Se][C@H](c2ccccc2)C1.

---

Entry 6:
Entry from the Open Molecules 2025 dataset: a structure of composition CH2BrCl2P in a non-equilibrium geometry (the ωB97M-V functional and the def2-TZVPD basis).

Last column: Mulliken charge in e.
Cartesian coordinates (Å):
C 0.43431 2.13069 0.09247  -0.57
P -0.04664 -2.29477 0.41375  0.25
Cl -1.96204 -2.65423 0.69274  -0.15
Cl 0.11457 -2.13151 -1.52788  -0.15
Br -0.16206 0.52513 0.93109  0.04
H 1.44985 2.14728 0.29861  0.25
H 0.17201 2.27742 -0.90076  0.32

Atomic forces in eV per Å
C -0.6415 -1.6571 1.5897
P 1.5269 -0.5083 1.6281
Cl -1.5673 -0.2384 0.1594
Cl 0.0977 0.1991 -1.8632
Br -0.2866 1.2324 -0.3426
H 1.8149 0.7170 0.4080
H -0.9441 0.2552 -1.5795

Its HOMO energy (spin up / spin down) is -7.7 / -9.0 eV. As for the spin multiplicity: 1. The frontier orbital gap (spin up / spin down) is 0.2548 / 0.2959 hartree.

---

The following electronic energy values (in a.u.) correspond, in order, to the records above: -249.61132, -322.35589, -4764.14569, -791.06761, -2902.96812, -3874.97549.
The following energy relative to the best compared isomer or geometry (same formula, charge and spin) values (in kJ/mol) correspond, in order, to the records above: 268.8, 573.5, 183.8, 128.1, 0.0, 308.4.